8
Properties=species:S:1:pos:R:3:mulliken_charge:R:1 method="wB97M-V/def2-TZVPD" homo_lumo_gap_ev="8.7303 / 8.7257" relative_energy_kcal_mol=120.32 energy_ha=-428.37275 largest_force_ha_per_bohr=0.222 lumo_ev="-2.8 / -2.8"
C 2.68 -0.46 0.05 0.190
N 3.74 -0.70 0.24 -0.246
N 0.95 0.27 -0.66 -0.057
N 0.76 1.54 -0.08 1.123
O 1.69 2.30 -0.12 -0.498
O -0.35 1.74 0.33 -0.604
O -0.04 -0.59 -0.73 -0.281
H -0.75 -0.42 -0.05 0.372